Record 1
136
Properties=species:S:1:pos:R:3 method="wB97M-V/def2-TZVPD" total_energy_ev=-132935.6009 de_lowest_ev=101.667 charge=0 e_homo_ha=-0.212 orbital_gap_ha=0.1950
S 0.346 -4.810 -1.045
S 2.958 0.677 2.281
S -3.611 0.018 -1.484
S 1.517 1.785 -1.835
F -4.414 3.518 -1.553
F 1.621 -1.654 -0.173
F -0.151 -1.106 7.123
F 2.019 3.522 4.544
F 4.503 -2.667 -0.866
F -4.872 3.010 3.827
O 2.179 2.475 -2.990
O 0.013 0.763 -4.500
O 1.093 -5.568 0.070
O 4.123 -3.471 2.799
O 2.983 -1.557 2.980
O 3.938 -2.370 1.009
O -4.284 -0.892 -0.427
O -0.458 -1.049 -3.236
O 2.651 -0.024 0.969
O -1.318 -0.732 -5.344
C -0.518 -0.914 2.998
C -0.831 3.203 -1.217
C -2.833 -1.243 -2.689
C 0.931 3.157 3.864
C 0.703 -1.619 4.956
C -0.074 -0.741 -1.526
C -3.344 0.522 1.768
C -4.060 2.298 0.321
C -1.476 1.003 -0.556
C -1.054 0.241 -1.644
C 3.648 -2.355 2.346
C 3.522 -3.340 -2.897
C 2.663 0.422 -1.206
C 1.634 -2.091 -3.738
C 3.555 -2.487 -1.803
C -3.868 1.138 2.868
C 1.386 -5.134 -2.544
C 0.765 -3.009 -0.994
C 0.170 2.162 4.340
C 3.894 -3.905 4.104
C -4.549 2.976 1.458
C -3.423 1.103 0.482
C -4.988 0.652 -2.521
C -3.150 3.068 -1.742
C 2.673 -1.385 -1.645
C 0.596 3.827 2.650
C -0.536 3.360 1.977
C -0.267 -1.095 5.780
C -0.526 2.474 -2.421
C -1.335 2.285 2.488
C -2.908 2.219 -2.799
C 0.774 1.343 -3.528
C -0.892 0.855 0.707
C 0.286 0.129 0.776
C 2.593 2.476 2.093
C 1.610 2.877 -0.312
C -2.243 -1.849 -5.308
C -1.362 -0.436 5.204
C 0.614 -1.504 3.525
C -4.395 2.375 2.705
C 0.640 -0.745 -0.332
C 1.737 -1.174 -2.671
C 3.466 -1.297 0.199
C -1.575 1.934 -3.187
C 1.655 0.342 3.520
C 2.513 -3.194 -3.836
C -0.979 1.697 3.672
C -0.586 -0.397 -4.300
C -2.137 3.647 -0.962
C -1.523 -0.413 3.862
H -2.316 -0.636 -3.433
H 1.561 2.650 1.791
H -5.552 -0.258 -2.726
H 1.092 -0.309 -2.643
H -3.754 1.904 -3.392
H -2.226 -0.168 5.794
H -1.367 1.348 -4.070
H 2.392 -1.167 0.333
H 0.911 -4.557 -3.338
H 2.486 -3.921 -4.634
H -1.100 1.556 1.502
H 1.413 -1.930 2.936
H -4.891 3.986 1.289
H 0.354 -1.399 -2.268
H -0.035 3.467 -0.537
H 4.147 -4.214 -2.995
H -0.554 -0.973 1.921
H 2.642 3.052 -0.008
H -1.746 -2.727 -5.720
H 0.651 -2.516 -1.960
H -1.444 0.829 4.115
H -2.400 0.083 3.472
H 1.206 4.665 2.347
H 0.336 1.299 -2.531
H -3.075 -1.493 -5.916
H -2.123 -1.743 -2.031
H -0.817 3.846 1.054
H -3.948 0.580 3.790
H -3.530 -1.894 -3.217
H 3.795 -1.394 -0.835
H 2.910 -4.367 4.024
H 0.721 -0.063 1.745
H -4.372 1.108 -3.296
H 1.820 -0.658 3.921
H 2.726 -0.207 -2.094
H 3.269 2.883 1.340
H 1.852 0.965 4.392
H 3.626 0.813 -0.876
H 0.597 0.436 3.275
H 2.599 -0.802 -0.738
H -1.620 0.378 -2.554
H -2.770 -0.389 1.848
H 0.867 -1.934 -4.483
H 4.602 -4.695 4.352
H -2.025 1.756 1.846
H 3.897 -3.096 4.834
H -2.353 4.316 -0.141
H 2.350 -4.739 -2.225
H 1.815 -2.874 -0.735
H 1.521 -2.018 5.538
H 1.143 3.800 -0.657
H 0.366 1.746 5.317
H 0.142 -2.455 -0.291
H -3.013 0.580 -0.369
H 1.163 2.434 0.578
H 2.135 0.008 -0.348
H 2.804 2.997 3.027
H 0.524 2.365 -2.649
H 1.388 -6.218 -2.659
H 3.786 -0.299 0.499
H -5.684 1.309 -1.998
H -4.042 2.737 -0.666
H -2.263 1.725 -0.717
H 1.012 2.369 -3.809
H 1.731 0.840 -3.388
H -2.763 -2.044 -4.370

Record 2
134
Properties=species:S:1:pos:R:3 method="wB97M-V/def2-TZVPD" total_energy_ev=-99541.1216 smiles="CC(=O)NCCCCc1cc2c(cc1CCN)C(=O)c1cc(CCCSC(=S)N(c3ccccc3)c3ccccc3)c(O)cc1C2=O.COCCOC.COCCOC.COCCOC" charge=0 e_homo_ha=-0.290 orbital_gap_ha=0.2217
S -8.451 1.630 2.422
S -7.848 3.070 -0.206
O 6.652 -2.633 3.799
O -0.243 -5.372 1.839
O -0.044 0.936 -3.196
O 9.653 -4.993 -3.922
O -2.012 6.065 1.644
O 10.837 -7.372 -5.200
O -5.439 7.499 2.188
O 3.227 3.962 0.812
O -5.607 10.313 1.321
O 1.605 -3.392 3.004
N 6.052 -0.238 4.373
N -9.711 0.693 0.071
N 5.723 -4.145 -3.607
C -2.346 4.139 -0.334
C -7.083 -1.056 -2.809
C 4.684 -0.428 -2.491
C -6.091 2.961 0.537
C -11.707 -0.386 1.648
C 2.405 3.229 0.031
C 7.049 0.151 -0.868
C -4.447 8.154 1.390
C 5.490 0.424 -1.305
C -9.557 -2.874 2.485
C 0.154 4.687 0.853
C -6.473 10.508 2.434
C 2.264 1.132 -1.967
C 9.944 -5.093 -5.320
C 0.676 1.518 -2.228
C 10.833 -4.947 -3.126
C -10.170 -0.852 -2.095
C 5.437 -1.619 -3.366
C -3.977 4.460 -0.375
C 10.321 -8.108 -4.094
C 6.472 -0.033 1.831
C 0.799 3.530 -0.113
C -7.509 -0.177 -1.461
C -4.389 9.657 1.689
C -12.128 -1.626 2.661
C -8.140 -1.849 -3.784
C 3.080 1.991 -0.830
C 7.133 0.120 3.355
C 4.492 -2.444 5.155
C -9.101 -0.047 -1.098
C 3.093 -0.043 -2.771
C 7.429 0.607 0.660
C -0.047 2.657 -1.247
C 0.589 -5.622 2.976
C 4.652 1.606 -0.529
C 0.508 -5.228 0.638
C -1.668 2.990 -1.338
C 0.776 -2.401 2.406
C -4.905 3.115 -0.585
C -9.738 -1.755 -3.394
C -9.149 -1.661 1.460
C 9.846 -6.542 -5.813
C -10.161 -0.400 1.032
C -1.450 5.019 0.756
C 0.855 -4.338 3.772
C -6.662 7.307 1.483
C 5.588 -3.041 -2.549
C 5.807 -1.753 4.390
C -11.108 -2.847 3.087
C -8.761 1.675 0.716
H 8.842 -6.951 -5.648
H 6.254 -1.186 1.657
H -3.482 7.709 1.652
H -6.695 0.372 -0.787
H 5.132 0.186 4.089
H -11.332 -0.806 -1.837
H 10.928 -4.663 -5.543
H 6.641 -3.006 -1.997
H -0.146 -2.821 1.996
H 1.462 -4.591 4.648
H -0.080 -3.893 4.130
H 4.723 -1.836 -4.290
H -4.199 5.278 -1.185
H -7.861 -2.491 -4.727
H -8.066 -1.602 0.986
H -4.622 7.967 0.324
H 2.536 -0.675 -3.600
H 3.668 -1.658 5.430
H 7.233 -1.008 -0.979
H 7.356 1.279 3.528
H -4.202 2.154 -0.506
H 9.658 -7.506 -3.466
H -5.922 1.896 1.050
H 6.416 -3.732 -4.296
H 10.038 -6.557 -6.891
H 4.688 -3.235 -1.816
H -8.756 -3.694 2.748
H -0.119 -4.719 -0.099
H 8.526 0.232 0.871
H 11.597 -5.648 -3.471
H -4.151 9.844 2.742
H 1.526 -6.103 2.672
H 11.240 -3.930 -3.138
H 8.121 -0.497 3.479
H -6.505 9.640 3.095
H 4.008 -3.212 4.384
H 6.510 -1.279 -3.686
H -1.692 5.936 2.596
H -3.592 10.102 1.083
H -12.510 0.448 1.375
H 5.203 2.251 0.302
H 7.776 0.702 -1.610
H -2.358 2.411 -2.095
H 5.403 0.483 1.915
H 1.335 -1.933 1.592
H -7.453 7.126 2.216
H -6.144 11.386 3.001
H 7.423 1.794 0.766
H -5.311 3.138 -1.682
H -6.941 8.179 0.885
H -5.948 3.742 1.429
H 4.814 -3.085 6.087
H -6.576 6.432 0.834
H 0.527 -1.637 3.151
H -5.934 -1.132 -3.108
H -7.482 10.691 2.054
H -11.405 -3.745 3.797
H 9.192 -4.494 -5.845
H 0.809 5.274 1.645
H 10.563 -5.208 -2.099
H 0.049 -6.325 3.619
H -13.223 -1.644 3.074
H -4.219 4.934 0.694
H 0.775 -6.216 0.252
H 6.174 -4.997 -3.192
H 9.780 -8.985 -4.459
H 11.164 -8.441 -3.483
H 1.417 -4.636 0.782
H -10.586 -2.295 -3.991

Record 3
137
Properties=species:S:1:pos:R:3 method="wB97M-V/def2-TZVPD" total_energy_ev=-181908.1415 charge=-2 spin_multiplicity=2 e_homo_ha="-0.028 / -0.065" orbital_gap_ha="0.1613 / 0.1985"
Te -0.851 2.320 -6.137
Sb 1.176 3.821 -2.147
Ti 0.476 0.645 -1.081
Cl -2.104 2.085 -0.207
Cl -2.286 -3.006 -2.060
S 1.883 2.380 -0.234
S -0.294 1.957 -2.963
S -0.241 5.373 -1.202
P -1.030 1.285 3.100
P 2.200 -1.107 0.198
P 1.795 -0.578 -2.953
O -0.269 0.795 1.914
N -0.926 -0.440 -1.203
N 2.909 -3.056 -3.222
N 4.160 -2.813 -0.655
C -3.941 1.241 -8.881
C 2.740 1.366 -4.745
C -1.592 1.782 -8.089
C 0.255 4.806 2.621
C -3.713 -0.365 5.281
C 4.248 -4.996 -3.632
C 0.012 1.156 4.606
C 0.688 -1.171 -4.263
C -0.323 5.590 3.791
C -4.368 0.698 -0.571
C 5.288 -5.845 -3.293
C 0.253 -3.035 0.489
C 0.768 -0.005 6.701
C 5.615 -4.616 -1.252
C -5.111 -0.429 -0.917
C -2.311 0.906 -5.496
C 2.600 -2.094 -2.337
C 4.549 -3.758 -1.559
C 2.436 -3.677 1.494
C -2.526 -1.120 2.678
C 5.983 -5.645 -2.102
C 0.030 -0.168 5.365
C -0.790 3.901 2.004
C -3.072 -1.567 -1.466
C -2.991 1.281 -7.869
C -2.500 -2.080 3.860
C 3.242 0.237 -3.842
C 4.206 0.799 -2.799
C 1.479 -2.511 1.231
C -1.932 3.713 4.321
C 1.055 -1.961 2.596
C -1.604 3.025 2.981
C -0.827 4.625 4.856
C 4.007 -0.748 -4.738
C -3.756 0.584 4.088
C -4.449 -1.562 -1.370
C -2.637 0.362 3.067
C 3.128 -2.044 -1.053
C 1.947 0.971 6.595
C 1.458 1.526 4.201
C 3.527 -0.412 1.237
C 3.869 -3.933 -2.802
C -4.612 0.342 -6.356
C -2.992 0.672 -0.676
C 2.496 0.962 5.175
C -5.553 0.304 -7.373
C -2.265 -0.462 -1.123
C -5.218 0.759 -8.639
C -3.657 -1.821 4.822
C -3.334 0.833 -6.592
H 0.516 -3.403 -0.505
H -1.661 -1.260 2.029
H 0.463 -1.054 2.505
H -1.215 5.164 5.728
H -2.550 -3.106 3.487
H -4.849 1.605 -0.230
H 3.611 1.920 -5.109
H 2.079 2.062 -4.236
H -4.697 0.399 3.554
H 4.616 0.010 -2.164
H -2.551 2.873 2.453
H 3.728 1.542 -2.158
H 4.578 -1.476 -4.169
H 1.616 1.986 6.834
H 6.129 -4.451 -0.312
H -0.961 0.984 -8.482
H 1.118 4.231 2.977
H 1.123 -2.065 -4.716
H 4.328 -1.150 1.328
H -6.550 -0.070 -7.173
H 5.564 -6.656 -3.956
H -0.974 -0.538 5.555
H -1.563 2.622 -8.781
H 1.128 -0.984 7.030
H -1.156 6.210 3.439
H 3.399 -3.352 1.885
H 3.156 -0.125 2.220
H -2.204 2.981 5.090
H -0.173 -3.866 1.060
H -3.401 -1.350 2.058
H 2.204 0.978 -5.612
H 2.632 -4.265 0.601
H -0.264 -1.415 -3.788
H 0.524 -0.924 4.746
H -0.507 -2.264 0.351
H 0.422 6.270 4.215
H 3.416 1.546 5.101
H -1.825 -0.052 -5.320
H -0.338 3.277 1.230
H 1.923 -1.745 3.226
H -4.869 0.000 -5.361
H 4.704 -0.161 -5.348
H 6.808 -6.298 -1.837
H -2.853 -0.137 5.917
H -3.803 1.626 4.414
H -1.497 4.535 1.460
H -4.599 -0.204 5.903
H 2.762 -0.063 4.896
H -2.734 1.248 -4.554
H -2.975 0.854 2.145
H 0.531 -0.386 -5.006
H -4.996 -2.451 -1.657
H -6.189 -0.416 -0.847
H -2.826 4.329 4.171
H 0.464 -2.727 3.114
H -4.597 -2.056 4.309
H 3.350 -1.297 -5.412
H 1.639 1.174 3.185
H 0.628 5.463 1.833
H 3.705 -5.113 -4.562
H -1.550 -1.999 4.389
H 3.899 0.484 0.740
H -0.373 1.920 5.291
H -3.677 1.598 -9.871
H -5.950 0.745 -9.437
H 1.554 2.612 4.164
H 1.961 -4.326 2.240
H 5.039 1.274 -3.328
H 2.717 0.718 7.326
H 0.065 0.340 7.464
H 0.025 4.033 5.214
H -3.598 -2.490 5.686